No. 1
Density functional theory data (ωB97M-V with the def2-TZVPD basis set) for a 7-piece molecular cluster, C11H35N10O9 overall.

The geometry in XYZ format:
```
65
Properties=species:S:1:pos:R:3:forces:R:3:lowdin_charge:R:1
N -1.27715 -0.24866 0.56088 -0.6 -0.4 0.6 0.221
H -0.54427 -0.24974 -0.13410 0.3 -0.3 -0.6 0.099
H -0.99750 -0.72893 1.40422 1.0 0.3 1.1 0.099
H -2.08614 -0.82619 0.38169 -0.9 -0.5 -1.3 0.100
H -1.62170 0.68686 0.72271 0.0 0.8 0.4 0.102
C -6.10392 -2.41610 2.77495 -2.4 0.6 1.1 -1.140
O -6.78155 -1.37336 2.99826 -0.2 2.9 -1.0 -0.094
O -6.29537 -3.22099 3.70315 0.9 -3.2 2.1 -0.071
O -5.48432 -2.68652 1.74594 2.0 -0.2 -2.4 -0.115
C -1.09455 2.66165 -2.88880 -0.3 -0.6 0.0 -0.146
O -0.40312 2.95218 -1.70065 0.3 1.2 -0.8 -0.217
C -0.37045 4.37130 -1.51584 -0.1 -0.9 1.2 -0.238
C 0.40311 4.62554 -0.24420 -0.8 -0.3 -0.3 -0.202
N -0.33799 4.20230 0.97902 1.6 0.4 -0.8 -0.038
C 0.47478 4.52077 2.12513 -0.5 -0.3 2.8 -0.246
C 1.57237 3.51549 2.46931 2.1 0.3 -2.0 -0.218
O 2.68207 4.10418 3.17506 -0.4 0.3 0.6 -0.214
C 3.85977 3.27302 3.28417 -2.1 0.1 0.2 -0.088
H -0.86531 1.62041 -3.11543 -0.2 0.0 -0.2 0.080
H -0.83011 3.29837 -3.73306 0.5 0.1 -0.1 0.082
H -2.16616 2.80612 -2.75145 -0.3 -0.2 0.1 0.083
H -1.39587 4.73186 -1.43451 -0.3 0.1 0.2 0.120
H 0.07412 4.95392 -2.32269 0.3 -0.5 -0.5 0.120
H 0.74849 5.65372 -0.35214 -0.3 0.6 0.9 0.115
H 1.33431 4.06190 -0.30144 -0.1 -0.3 0.1 0.113
H -1.22708 4.65654 1.13163 -0.1 0.2 -0.6 0.108
H -0.15313 4.41738 3.01008 -0.6 0.3 0.0 0.113
H 0.79294 5.56005 2.20741 0.6 0.1 -0.5 0.119
H 2.05149 3.24060 1.52964 -0.2 -0.5 -0.5 0.094
H 1.15685 2.59207 2.87273 0.1 0.1 0.6 0.114
H 4.19887 2.98839 2.28813 0.4 0.1 0.0 0.080
H 3.52728 2.38381 3.81976 0.4 -0.4 0.0 0.081
H 4.58918 3.79969 3.89954 0.0 0.1 -0.4 0.085
C 1.42470 -4.66265 -2.38351 1.7 4.4 2.7 -0.774
O 1.92711 -3.51825 -2.42964 -0.3 -1.9 -0.1 -0.022
N 1.23521 -5.39585 -1.30050 -0.4 -1.5 3.7 0.146
N 0.95600 -5.33587 -3.36432 -1.2 -1.8 -6.2 0.145
H 1.34431 -5.09552 -0.34237 0.0 0.5 -0.4 0.114
H 0.57937 -6.15337 -1.42749 0.3 0.1 0.6 0.098
H 0.46036 -6.20931 -3.25686 0.4 0.3 -0.2 0.113
H 1.39783 -5.15208 -4.25377 -0.6 0.0 -0.1 0.124
C -6.77693 -4.23007 -4.50811 -0.1 -0.9 -3.0 -0.743
O -7.26408 -4.38530 -5.64084 0.4 0.2 1.2 -0.009
N -5.86308 -5.01011 -3.94260 1.3 -2.2 0.4 0.141
N -6.94991 -3.21046 -3.70721 -1.8 3.3 1.0 0.150
H -5.56406 -5.86006 -4.39897 -0.1 0.2 0.5 0.113
H -5.63452 -4.73482 -2.99810 0.7 -1.0 -0.3 0.104
H -6.65884 -3.25770 -2.74122 -0.3 0.6 -0.3 0.116
H -7.39577 -2.39243 -4.09726 -0.1 -0.2 0.6 0.121
C 6.52826 3.79864 -3.25445 -3.4 3.6 -1.0 -0.803
O 5.86771 4.84525 -3.32760 0.6 -0.5 0.6 0.011
N 7.78204 3.67934 -3.45686 6.6 1.5 -1.2 0.153
N 6.04336 2.61637 -3.13988 -3.4 -4.4 1.2 0.160
H 8.24259 4.46807 -3.88804 0.2 -0.2 0.2 0.126
H 8.21589 2.77128 -3.54235 0.1 0.6 0.0 0.112
H 5.08753 2.51344 -2.83020 0.3 -0.4 -0.2 0.128
H 6.67158 1.83973 -3.28911 -1.0 -0.2 0.4 0.112
C 0.21180 -3.73594 5.88283 -1.1 2.7 -4.5 -0.784
O 0.51216 -3.19423 4.81055 -0.4 -0.4 0.4 -0.024
N 1.08912 -4.06889 6.75039 4.8 -1.9 3.9 0.145
N -1.00504 -3.94287 6.35353 -2.1 -0.6 0.7 0.168
H 2.07899 -3.98496 6.56818 -0.4 0.0 -0.2 0.123
H 0.83256 -4.62997 7.55005 0.3 0.2 -0.2 0.106
H -1.84980 -3.80647 5.81699 0.2 -0.1 0.1 0.131
H -0.95667 -4.49247 7.19952 -1.4 0.2 -0.3 0.098
```
Positions in Å, forces in eV/Å.

The total charge is -1. The value obtained for the energy above the lowest of the compared OMol25 structures with the same formula, charge and spin is 313.0 kcal/mol.

No. 2
Density functional theory data (ωB97M-V with the def2-TZVPD basis set) for a 8-piece molecular cluster, C11H38O8 overall.

The geometry in XYZ format:
```
57
Properties=species:S:1:pos:R:3:forces:R:3:lowdin_charge:R:1
C -19.48070 30.27537 -7.37963 0.4 0.5 0.4 -0.089
C -19.69161 29.08806 -8.31624 -1.2 1.5 -0.5 -0.313
O -20.68008 28.18622 -7.87691 0.5 -1.0 0.3 -0.085
H -18.88370 30.00227 -6.50575 0.0 0.0 -0.1 0.070
H -20.37861 30.76023 -6.98505 -0.3 -0.5 -0.2 0.057
H -18.97356 31.10216 -7.88840 0.3 -0.3 -0.1 0.072
H -18.73714 28.60152 -8.49634 -0.2 -0.5 0.2 0.113
H -20.03651 29.49042 -9.28146 0.3 0.0 -0.1 0.094
H -21.53698 28.61000 -7.75780 0.2 0.4 0.1 0.042
C -20.74012 33.34461 -3.90696 -1.4 -0.2 -0.7 -0.079
C -21.57902 32.21543 -3.32504 1.1 -0.7 0.7 -0.341
O -22.77464 32.13320 -4.06701 -0.4 0.1 -0.5 -0.081
H -21.37992 34.22980 -3.96054 0.3 0.2 0.4 0.076
H -20.60190 33.09545 -4.96282 0.5 0.0 0.1 0.069
H -19.80657 33.52757 -3.39106 0.1 0.0 0.0 0.075
H -21.75199 32.31303 -2.24343 -0.3 0.4 -0.2 0.109
H -21.01248 31.27113 -3.38290 -0.1 0.1 -0.3 0.110
H -23.29894 31.37340 -3.80389 0.1 0.0 0.3 0.079
C -24.61631 27.86107 -7.22191 1.5 -0.2 -0.4 -0.069
C -24.43672 29.30873 -6.81392 -0.5 0.1 0.7 -0.289
O -23.04663 29.56112 -6.60629 0.0 -0.2 -0.5 -0.086
H -23.84804 27.27472 -6.70664 -0.4 -0.1 0.4 0.086
H -24.27724 27.74516 -8.25767 -0.5 0.1 -0.1 0.052
H -25.59426 27.41642 -7.10628 -0.2 0.2 0.0 0.051
H -24.95070 29.51455 -5.86625 -0.1 -0.1 -0.1 0.111
H -24.86439 29.99000 -7.55851 0.2 0.0 0.0 0.109
H -22.93293 30.22373 -5.92170 0.0 0.2 -0.1 0.064
C -27.53104 28.20804 -9.80416 -0.5 -0.1 0.0 -0.138
O -27.45297 27.29765 -8.70459 -0.2 0.3 0.0 -0.136
H -27.73640 29.22513 -9.46176 0.3 0.1 0.0 0.080
H -26.60287 28.16728 -10.36483 0.1 0.0 0.1 0.072
H -28.35982 27.94219 -10.46712 0.1 -0.1 -0.1 0.078
H -28.16485 27.56943 -8.11558 0.1 -0.2 0.0 0.072
C -22.84867 29.49869 -10.73840 0.3 -0.2 -0.3 -0.143
O -22.20205 28.32994 -11.23726 -0.2 0.1 0.0 -0.119
H -23.04766 30.24660 -11.51317 0.0 -0.2 -0.2 0.077
H -23.79857 29.23847 -10.26669 0.1 0.2 0.3 0.064
H -22.13547 29.95137 -10.05244 -0.3 0.0 0.3 0.066
H -22.86122 27.77719 -11.66932 0.1 0.0 0.0 0.076
C -21.85907 25.24436 -9.40555 1.2 2.3 0.8 -0.160
O -23.22974 25.46710 -9.66137 -0.6 -1.6 -0.5 -0.120
H -21.31221 24.48075 -9.95346 -1.0 -0.3 -0.5 0.078
H -21.38042 26.20611 -9.63290 0.5 -0.3 -0.1 0.059
H -21.61401 25.10047 -8.34619 -0.5 -0.3 0.0 0.074
H -23.46678 26.36863 -9.45951 0.4 0.2 0.2 0.025
C -27.49353 25.75012 -4.88940 0.1 0.5 1.1 -0.185
O -27.66060 25.02394 -6.08207 -0.1 0.4 0.1 -0.105
H -26.82631 26.62032 -4.96357 0.1 -0.2 -0.4 0.069
H -28.41838 26.15540 -4.45429 -0.2 -0.3 -0.3 0.076
H -27.07479 25.10747 -4.11417 0.0 -0.2 -0.3 0.076
H -28.00939 25.65537 -6.71958 0.1 -0.3 -0.3 0.055
C -24.30612 23.92543 -6.09720 0.5 0.9 -0.7 -0.171
O -24.15298 22.70923 -6.81546 -0.5 0.0 0.5 -0.112
H -24.97785 23.91404 -5.23635 0.0 -0.4 0.0 0.066
H -23.31121 24.24765 -5.78685 0.0 -0.2 0.2 0.078
H -24.64948 24.71754 -6.77374 -0.2 -0.1 0.1 0.064
H -25.02494 22.51131 -7.17573 0.2 -0.1 -0.1 0.076
```
Positions in Å, forces in eV/Å.

Its SMILES is CCO.CCO.CCO.CO.CO.CO.CO.CO. The value obtained for the energy above the lowest of the compared OMol25 structures with the same formula, charge and spin is 82.0 kcal/mol.

> Which of these has the lowest energy above the lowest of the compared OMol25 structures with the same formula, charge and spin?

C11H38O8

> Look up the energy above the lowest of the compared OMol25 structures with the same formula, charge and spin of the first one.

313.0 kcal/mol

> energy above the lowest of the compared OMol25 structures with the same formula, charge and spin of number 2 (C11H38O8)?

82.0 kcal/mol

> Which formula does entry 1 have?

C11H35N10O9